Run P
{"formula": "C4H3NO2", "method": "the ωB97M-V functional and the def2-TZVPD basis", "symbols": ["C", "C", "C", "C", "N", "O", "O", "H", "H", "H"], "xyz": [[0.63929, 0.05505, -1.00629], [-0.71260, 0.28245, -1.03236], [1.20544, -0.07375, 0.33702], [-1.26251, 0.12053, 0.27131], [0.24724, -0.24955, 1.18052], [0.04172, -0.32188, 2.38583], [-2.28482, 0.02322, 0.80685], [1.37139, 0.01666, -1.83624], [-1.50910, 0.27351, -1.78357], [2.26395, -0.12626, 0.67693]], "total_charge": 0, "e_lumo_ev": -1.11, "gap_ev": 7.80}

***

Run Q
{"formula": "C4H3NO2", "method": "the ωB97M-V functional and the def2-TZVPD basis", "symbols": ["O", "C", "C", "C", "C", "N", "O", "H", "H", "H"], "xyz": [[-0.91915, 2.78881, -0.56478], [-0.86247, 1.68516, 0.02137], [0.03691, 0.52428, -0.20480], [-0.26009, -0.74794, 0.44964], [0.72057, -1.58301, -0.20149], [1.60462, -0.84247, -0.96072], [1.00396, 0.43365, -1.00695], [-1.48354, 1.50555, 0.98971], [-0.85154, -1.19982, 1.41732], [1.01074, -2.56421, 0.06071]], "total_charge": 0, "e_lumo_ev": -0.76, "gap_ev": 9.39, "smiles": "O=Cc1ccno1"}

***

Energetically preferred structure: run Q | next structure: +0.0112 hartree

***

Run P
{"formula": "C4H3NO2", "method": "the ωB97M-V functional and the def2-TZVPD basis", "symbols": ["O", "C", "C", "N", "O", "C", "C", "H", "H", "H"], "xyz": [[-1.63275, -0.22210, -0.38470], [-1.81327, -0.10016, -1.69055], [-0.31642, -0.27640, 0.01632], [0.36870, -1.36635, -0.16534], [1.60930, -1.08152, 0.34236], [1.62409, 0.17104, 0.81681], [0.41226, 0.75548, 0.65608], [-2.92819, -0.12756, -1.74864], [2.56729, 0.50640, 1.22454], [0.08549, 1.74840, 0.92326]], "total_charge": 0, "e_lumo_ev": 0.32, "gap_ev": 9.60}

***

Run Q
{"formula": "C4H3NO2", "method": "the ωB97M-V functional and the def2-TZVPD basis", "symbols": ["N", "C", "C", "C", "C", "O", "O", "H", "H", "H"], "xyz": [[-2.02101, -1.03918, 1.21314], [-1.29647, -0.67911, 0.31060], [-0.60648, -0.14400, -0.68449], [0.21182, 1.03623, -0.36338], [2.22804, 0.14147, -0.45726], [0.48111, 1.39561, 0.77199], [2.98813, -0.03407, 0.36617], [-1.72440, -1.81529, 1.79871], [-0.74040, -0.49693, -1.70226], [0.47966, 1.63527, -1.25322]], "total_charge": 0, "e_lumo_ev": 0.36, "gap_ev": 10.05}

***

Energetically preferred structure: run Q | next structure: +0.0942 hartree

***

Run P
{"formula": "C4H3NO2", "method": "the ωB97M-V functional and the def2-TZVPD basis", "symbols": ["C", "C", "C", "C", "O", "O", "N", "H", "H", "H"], "xyz": [[0.35168, 0.66329, 0.76516], [1.12276, -0.44887, 0.51014], [-0.71123, 1.10723, -0.74836], [-0.62628, -1.56243, -0.73243], [2.00638, -1.17088, 0.41544], [-0.89832, 2.22155, -0.99024], [-0.86343, -2.69578, -0.65848], [-0.87439, -0.11744, -1.01631], [-0.45437, 0.45882, 1.46670], [0.94721, 1.54451, 0.98837]], "total_charge": 0, "e_lumo_ev": -0.27, "gap_ev": 9.59}

***

Run Q
{"formula": "C4H3NO2", "method": "the ωB97M-V functional and the def2-TZVPD basis", "symbols": ["O", "C", "C", "N", "C", "C", "O", "H", "H", "H"], "xyz": [[1.86852, 0.76432, 0.46203], [1.42916, 0.20166, -0.44791], [1.11755, -1.87715, -0.13294], [0.11030, -1.22767, -0.16323], [-0.78775, -0.21819, -0.32700], [-1.13603, 0.58868, 0.82163], [-0.55842, 0.55115, 1.89411], [1.31971, 0.16689, -1.51987], [-1.41432, -0.26680, -1.21134], [-1.94873, 1.31710, 0.62454]], "total_charge": 0, "e_lumo_ev": -0.10, "gap_ev": 8.94}

***

Run R
{"formula": "C4H3NO2", "method": "the ωB97M-V functional and the def2-TZVPD basis", "symbols": ["O", "C", "C", "N", "C", "C", "O", "H", "H", "H"], "xyz": [[2.61050, 1.01164, -0.17050], [1.87295, 0.07841, -0.08622], [0.59534, -0.09547, -0.88616], [-0.38165, -0.81930, -1.17302], [-1.46076, -0.52052, -0.34587], [-1.10222, 0.40214, 0.58311], [0.10649, 0.86018, 0.43726], [1.88772, -0.70377, 0.68966], [-2.41953, -0.99859, -0.43888], [-1.70883, 0.78530, 1.39062]], "total_charge": 0, "e_lumo_ev": 0.18, "gap_ev": 9.73, "smiles": "O=Cc1ncco1"}

***

Energetically preferred structure: run R | next structure: +0.0389 hartree

***

Run P
{"formula": "C4H3NO2", "method": "the ωB97M-V functional and the def2-TZVPD basis", "symbols": ["O", "C", "C", "N", "C", "C", "O", "H", "H", "H"], "xyz": [[3.09487, 0.53828, 0.18606], [2.14914, -0.11288, -0.16089], [0.64796, 0.18886, 0.10139], [-0.10849, -0.70704, -0.51803], [-1.39777, -0.38507, -0.30159], [-1.85005, 0.66082, 0.36800], [0.12836, 1.13098, 0.78722], [2.25525, -1.05531, -0.73949], [-2.19642, -0.96193, -0.76163], [-2.72285, 0.70330, 1.03895]], "total_charge": 0, "e_lumo_ev": -1.07, "gap_ev": 8.98}

***

Run Q
{"formula": "C4H3NO2", "method": "the ωB97M-V functional and the def2-TZVPD basis", "symbols": ["O", "C", "C", "N", "C", "C", "O", "H", "H", "H"], "xyz": [[0.27618, 2.48212, 0.63121], [-0.03350, 1.39319, 0.87322], [-0.32905, 0.20672, 1.34023], [-0.24311, -0.99334, 0.74730], [0.04509, -1.22513, -0.50092], [0.40121, -0.16653, -1.41481], [0.54568, -0.16563, -2.61214], [-0.79246, 0.03533, 2.39054], [-0.04518, -2.29095, -0.69538], [0.17515, 0.72422, -0.75925]], "total_charge": 0, "e_lumo_ev": -1.04, "gap_ev": 8.33, "smiles": "O=C=C/N=C\\C=O"}

***

Energetically preferred structure: run Q | next structure: +0.0238 hartree

***

Run P
{"formula": "C5H15N3", "method": "the ωB97M-V functional and the def2-TZVPD basis", "symbols": ["C", "N", "C", "C", "N", "C", "C", "N", "H", "H", "H", "H", "H", "H", "H", "H", "H", "H", "H", "H", "H", "H", "H"], "xyz": [[-2.58169, 1.14115, -1.47757], [-1.41788, 1.84645, -0.94856], [-0.65732, 1.07965, 0.05465], [0.29707, 0.07461, -0.57015], [-0.38571, -1.24098, -0.69440], [1.62993, -0.05290, 0.13212], [1.52816, -0.59470, 1.59313], [1.77229, -2.04290, 1.60302], [-3.37209, 0.86845, -0.77055], [-2.97378, 1.70207, -2.31296], [-2.21770, 0.23143, -1.95365], [-1.69948, 2.71206, -0.51284], [-1.30207, 0.55034, 0.75473], [-0.14819, 1.83851, 0.63416], [0.55067, 0.40078, -1.58539], [-0.45946, -1.50996, -1.66636], [0.17665, -1.95585, -0.24527], [2.11041, 0.93013, 0.19691], [2.27216, -0.75114, -0.38938], [0.51946, -0.40258, 1.96491], [2.27467, -0.09466, 2.20332], [1.30653, -2.55297, 2.33968], [2.77735, -2.17699, 1.65047]], "total_charge": 0, "e_lumo_ev": 1.09, "gap_ev": 9.75, "smiles": "CNC[C@H](N)CCN"}

***

Run Q
{"formula": "C5H15N3", "method": "the ωB97M-V functional and the def2-TZVPD basis", "symbols": ["C", "C", "C", "N", "H", "H", "H", "H", "H", "H", "H", "H", "H", "C", "C", "N", "N", "H", "H", "H", "H", "H", "H"], "xyz": [[0.49667, -1.67365, -0.04526], [-0.75116, -1.19973, -0.78245], [-0.55069, -1.19418, -2.29597], [0.32962, -1.54215, 1.41549], [-0.47455, -2.08320, 1.72023], [1.13626, -1.92344, 1.89980], [1.34338, -1.04963, -0.33938], [0.72849, -2.70563, -0.34508], [-1.59289, -1.85051, -0.51978], [-1.00737, -0.19262, -0.44760], [0.24770, -0.50346, -2.57201], [-1.46021, -0.87692, -2.80671], [-0.28619, -2.18732, -2.66657], [-0.54343, 2.63575, -0.12364], [0.60620, 2.02090, 0.39659], [-0.04265, 1.38715, 1.82364], [1.78043, 1.73695, 0.04635], [0.35615, 1.78223, 2.67178], [0.03630, 0.35671, 1.80245], [2.21357, 0.99791, 0.59214], [-0.58336, 2.82839, -1.19015], [-0.94118, 3.45585, 0.47032], [-1.04111, 1.78062, 1.29581]], "total_charge": 0, "e_lumo_ev": 0.75, "gap_ev": 7.98}

***

Energetically preferred structure: run P | next structure: +0.0859 hartree

***

Run P
{"formula": "C4H14NO", "method": "the ωB97M-V functional and the def2-TZVPD basis", "symbols": ["C", "C", "N", "C", "C", "H", "H", "H", "H", "H", "H", "H", "H", "H", "H", "H", "H", "H", "H", "O"], "xyz": [[0.40485, 1.54016, -0.66777], [-1.00103, 1.01732, -0.79086], [-1.17495, -0.30516, -0.09995], [-0.93590, -0.28342, 1.38486], [0.50829, -0.60720, 1.75928], [0.65162, 2.19641, -1.49519], [1.08705, 0.69346, -0.75574], [0.63705, 2.11928, 0.22342], [-1.75532, 1.71294, -0.44428], [-1.24929, 0.84883, -1.83164], [-0.48072, -0.92871, -0.52357], [-2.10330, -0.67480, -0.29737], [-1.53667, -1.08646, 1.80237], [-1.31413, 0.67019, 1.76268], [1.17455, 0.25185, 1.66696], [0.58826, -0.96653, 2.77272], [0.93043, -1.30517, 1.02994], [1.58952, -1.99979, -2.48610], [2.33811, -1.58884, -1.20391], [1.64159, -1.30438, -1.80585]], "total_charge": 1, "e_lumo_ev": -3.04, "gap_ev": 12.70}

***

Run Q
{"formula": "C4H14NO", "method": "the ωB97M-V functional and the def2-TZVPD basis", "symbols": ["C", "C", "C", "C", "N", "H", "H", "H", "H", "H", "H", "H", "H", "H", "H", "H", "H", "H", "H", "O"], "xyz": [[-0.78289, 0.58094, 0.13773], [-0.34277, -0.91706, 0.40125], [-0.56704, -1.23864, 1.88070], [-1.08409, -1.83042, -0.55759], [0.40839, 1.47002, -0.00826], [-1.33202, 0.55810, -0.80104], [-1.38957, 0.94589, 0.95168], [0.73938, -0.90303, 0.21720], [-0.54722, -2.31580, 2.03353], [0.15569, -0.76114, 2.53717], [-1.57478, -0.89727, 2.13401], [-2.15572, -1.85273, -0.38700], [-0.69088, -2.84909, -0.53400], [-0.75891, -1.53145, -1.56130], [0.14403, 2.45807, -0.05509], [0.93550, 1.50096, 0.87058], [1.02839, 1.36806, -0.83098], [2.39515, 1.71020, -2.79403], [2.87724, 2.71436, -1.79793], [2.54212, 1.79003, -1.83661]], "total_charge": 1, "e_lumo_ev": -3.45, "gap_ev": 12.00}

***

Energetically preferred structure: run P | next structure: +0.0038 hartree

***

Run P
{"formula": "C4H14NO", "method": "the ωB97M-V functional and the def2-TZVPD basis", "symbols": ["C", "C", "C", "C", "N", "H", "H", "H", "H", "H", "H", "H", "H", "H", "H", "H", "H", "H", "H", "O"], "xyz": [[-0.92341, 1.35858, 1.59545], [0.13187, 0.26092, 1.60735], [1.26547, 0.54936, 0.68845], [2.15339, -0.63975, 0.43075], [-1.84993, -1.23848, -3.06362], [-1.53615, 1.39333, 2.49139], [-0.40262, 2.30609, 1.42172], [-1.54865, 1.28647, 0.69646], [0.51739, 0.10202, 2.62602], [1.87489, 1.38990, 1.08601], [0.81757, 1.04186, -0.24015], [1.57534, -1.35646, -0.16058], [2.49800, -1.11174, 1.35277], [3.05382, -0.37205, -0.11859], [-1.10515, -1.71801, -2.58708], [-1.85690, -0.23409, -3.12407], [-2.31655, -1.68633, -3.83826], [-1.35226, -0.31606, -1.32891], [-0.44255, -0.64821, 1.22875], [-0.55357, -0.36734, -0.76385]], "total_charge": 1, "e_lumo_ev": -10.09, "gap_ev": 4.39}

***

Run Q
{"formula": "C4H14NO", "method": "the ωB97M-V functional and the def2-TZVPD basis", "symbols": ["C", "C", "C", "C", "N", "H", "H", "H", "H", "H", "H", "H", "H", "H", "H", "H", "H", "H", "H", "O"], "xyz": [[1.39039, 0.54869, 1.79753], [0.34182, 0.04117, 0.73804], [-1.11676, 0.13335, 1.00500], [-1.85132, -1.00658, 0.15961], [0.69112, 0.94574, -0.54487], [1.11474, -0.11404, 2.65007], [1.04718, 1.47973, 2.21036], [2.42730, 0.58203, 1.57348], [0.77488, -0.85651, 0.31534], [-1.30489, -0.21672, 1.98908], [-1.62494, 1.07172, 0.65472], [-2.96331, -1.07990, 0.27499], [-1.72715, -0.75245, -0.86239], [-1.50701, -1.94414, 0.53839], [1.77516, 1.16600, -0.49556], [0.76228, 0.46143, -1.52260], [-0.00013, 1.71729, -0.60219], [1.25124, -1.12551, -3.30156], [-0.12386, -0.62754, -3.57237], [0.64325, -0.42375, -3.00506]], "total_charge": 1, "e_lumo_ev": -3.18, "gap_ev": 12.24}

***

Energetically preferred structure: run Q | next structure: +0.2628 hartree